{"formula": "C16H28N5NiOS", "method": "wB97M-V/def2-TZVPD", "lumo_ev": [-2.3, -3.0], "charge": 1, "multiplicity": 3, "s2": 2.0054, "homo_lumo_gap_ha": [0.329, 0.302], "elements": ["Ni", "N", "C", "C", "N", "C", "C", "N", "H", "H", "H", "H", "H", "H", "H", "H", "H", "H", "H", "H", "H", "C", "C", "N", "C", "C", "C", "S", "N", "C", "O", "C", "C", "C", "C", "C", "C", "H", "H", "H", "H", "H", "H", "H", "H", "H", "H", "H", "H", "H", "H", "H"], "coordinates": [[-0.46, 0.03, 0.53], [-2.26, 0.32, -0.63], [-2.50, -0.77, -1.60], [-1.90, -2.06, -1.06], [-0.51, -1.81, -0.66], [0.16, -2.91, 0.04], [1.34, -2.34, 0.82], [0.85, -1.23, 1.66], [-2.99, 0.34, 0.08], [-2.29, 1.22, -1.09], [-2.01, -0.51, -2.54], [-3.56, -0.91, -1.79], [-1.98, -2.85, -1.81], [-2.45, -2.38, -0.17], [0.03, -1.56, -1.48], [0.50, -3.69, -0.65], [-0.55, -3.36, 0.73], [2.08, -1.94, 0.13], [1.82, -3.13, 1.42], [1.63, -0.70, 2.04], [0.33, -1.59, 2.45], [1.88, 4.88, 3.82], [0.47, 5.01, 3.26], [-0.28, 3.75, 3.26], [-1.16, 3.49, 4.40], [-0.52, 2.63, 5.49], [-0.11, 2.87, 2.27], [-1.12, 1.46, 2.27], [0.78, 3.21, 1.34], [1.21, 2.51, 0.30], [0.88, 1.34, -0.04], [2.21, 3.20, -0.57], [2.68, 2.56, -1.71], [3.61, 3.17, -2.53], [4.08, 4.44, -2.21], [3.63, 5.08, -1.07], [2.70, 4.47, -0.25], [2.36, 5.86, 3.85], [2.48, 4.22, 3.20], [1.87, 4.48, 4.84], [0.52, 5.36, 2.23], [-0.10, 5.73, 3.84], [-2.08, 3.03, 4.04], [-1.43, 4.46, 4.83], [-0.17, 1.69, 5.06], [-1.26, 2.40, 6.26], [0.32, 3.14, 5.95], [2.30, 1.57, -1.95], [3.96, 2.67, -3.42], [4.81, 4.92, -2.85], [4.00, 6.06, -0.82], [2.34, 4.96, 0.65]], "lowdin_spin": [1.689, 0.040, 0.004, 0.005, 0.041, 0.003, 0.004, 0.043, 0.002, 0.000, 0.000, 0.001, 0.001, 0.001, 0.000, 0.001, 0.000, 0.000, 0.001, 0.000, 0.002, 0.000, 0.000, 0.001, 0.005, 0.001, 0.007, 0.080, 0.001, 0.005, 0.055, 0.004, 0.000, 0.000, 0.000, 0.000, 0.000, 0.000, 0.000, 0.000, 0.000, 0.000, 0.003, 0.000, 0.000, 0.000, 0.000, 0.000, 0.000, 0.000, 0.000, 0.000]}

=====

{"formula": "C39H103N7O16S9", "method": "wB97M-V/def2-TZVPD", "relative_energy_kcal_mol": 0.00, "lumo_ev": 0.1, "homo_lumo_gap_ha": 0.311, "elements": ["C", "C", "O", "N", "C", "H", "H", "H", "H", "H", "H", "H", "C", "C", "O", "N", "C", "H", "H", "H", "H", "H", "H", "H", "C", "C", "O", "N", "C", "H", "H", "H", "H", "H", "H", "H", "C", "C", "O", "N", "C", "H", "H", "H", "H", "H", "H", "H", "C", "C", "O", "N", "C", "H", "H", "H", "H", "H", "H", "H", "C", "C", "O", "N", "C", "H", "H", "H", "H", "H", "H", "H", "C", "C", "O", "N", "C", "H", "H", "H", "H", "H", "H", "H", "C", "S", "O", "C", "H", "H", "H", "H", "H", "H", "C", "S", "O", "C", "H", "H", "H", "H", "H", "H", "C", "S", "O", "C", "H", "H", "H", "H", "H", "H", "C", "S", "O", "C", "H", "H", "H", "H", "H", "H", "C", "S", "O", "C", "H", "H", "H", "H", "H", "H", "C", "S", "O", "C", "H", "H", "H", "H", "H", "H", "C", "S", "O", "C", "H", "H", "H", "H", "H", "H", "C", "S", "O", "C", "H", "H", "H", "H", "H", "H", "C", "S", "O", "C", "H", "H", "H", "H", "H", "H"], "coordinates": [[-3.65, 4.70, 3.52], [-3.87, 5.96, 2.72], [-3.77, 7.04, 3.23], [-4.35, 5.78, 1.44], [-4.70, 4.49, 0.88], [-4.60, 4.28, 3.87], [-3.14, 4.99, 4.44], [-3.04, 3.93, 3.05], [-4.49, 6.61, 0.88], [-5.24, 4.61, -0.05], [-5.36, 3.93, 1.54], [-3.76, 3.97, 0.70], [0.22, -2.40, -7.48], [-0.60, -2.14, -6.26], [-1.42, -2.94, -5.85], [-0.32, -1.01, -5.62], [-0.93, -0.60, -4.38], [-0.07, -1.67, -8.25], [0.01, -3.39, -7.87], [1.30, -2.32, -7.33], [0.26, -0.31, -6.05], [-1.82, 0.00, -4.56], [-0.17, -0.06, -3.82], [-1.20, -1.49, -3.82], [-4.09, -2.86, 0.72], [-4.99, -4.05, 0.70], [-4.67, -5.09, 1.24], [-6.08, -3.99, -0.13], [-6.54, -2.84, -0.86], [-4.42, -2.15, 1.47], [-4.05, -2.36, -0.25], [-3.07, -3.18, 0.92], [-6.67, -4.80, -0.13], [-7.53, -3.06, -1.25], [-5.84, -2.45, -1.60], [-6.72, -1.98, -0.18], [6.91, -2.55, 0.99], [5.65, -2.59, 0.15], [5.72, -2.54, -1.07], [4.47, -2.66, 0.85], [3.19, -2.64, 0.22], [7.54, -3.37, 0.65], [6.70, -2.71, 2.05], [7.40, -1.60, 0.85], [4.62, -3.15, 1.72], [2.56, -1.87, 0.67], [2.64, -3.56, 0.38], [3.24, -2.46, -0.84], [-1.15, 5.55, -0.34], [-0.71, 6.97, -0.65], [-1.46, 7.90, -0.67], [0.59, 7.12, -0.99], [1.16, 8.37, -1.38], [-2.12, 5.36, -0.78], [-1.24, 5.42, 0.74], [-0.42, 4.83, -0.71], [1.21, 6.32, -0.94], [0.47, 8.87, -2.08], [2.09, 8.22, -1.90], [1.23, 9.06, -0.53], [0.59, -6.46, 2.61], [0.74, -5.26, 1.73], [0.59, -4.15, 2.20], [0.93, -5.46, 0.40], [0.99, -6.73, -0.25], [-0.15, -7.13, 2.16], [0.19, -6.12, 3.56], [1.51, -7.00, 2.80], [1.11, -4.67, -0.22], [0.15, -7.38, -0.02], [1.94, -7.22, 0.02], [1.03, -6.64, -1.33], [-0.69, -1.41, -0.53], [0.02, -0.13, -0.16], [1.20, 0.11, -0.50], [-0.72, 0.74, 0.54], [-0.20, 2.00, 1.04], [-1.44, -1.24, -1.32], [-1.20, -1.79, 0.36], [-0.02, -2.14, -0.97], [-1.73, 0.63, 0.50], [-1.05, 2.50, 1.49], [0.28, 2.61, 0.27], [0.52, 1.74, 1.81], [3.47, 0.85, 1.42], [4.76, 1.28, 2.59], [5.94, 1.72, 1.79], [5.12, -0.38, 3.17], [2.98, 1.76, 1.09], [2.74, 0.26, 1.98], [3.85, 0.24, 0.61], [4.68, -1.19, 2.62], [4.81, -0.42, 4.21], [6.20, -0.47, 3.11], [-3.23, -4.52, -4.06], [-2.97, -3.23, -2.87], [-4.24, -2.46, -2.90], [-3.04, -4.34, -1.47], [-2.43, -5.24, -4.19], [-3.47, -4.09, -5.02], [-4.12, -5.07, -3.71], [-4.09, -4.59, -1.31], [-2.61, -3.85, -0.60], [-2.51, -5.26, -1.69], [-2.14, 2.20, -1.57], [-3.75, 2.18, -2.36], [-3.54, 2.09, -3.82], [-4.18, 0.52, -1.85], [-1.81, 3.24, -1.51], [-1.39, 1.65, -2.16], [-2.15, 1.75, -0.58], [-3.55, -0.23, -2.29], [-5.24, 0.37, -2.08], [-4.10, 0.46, -0.75], [3.22, 0.26, -2.86], [3.12, 2.00, -2.45], [3.76, 2.69, -3.61], [1.37, 2.22, -2.77], [4.26, -0.02, -3.02], [2.58, 0.07, -3.73], [2.83, -0.33, -2.03], [1.02, 3.06, -2.18], [0.80, 1.33, -2.53], [1.30, 2.47, -3.83], [4.78, 4.31, -0.69], [3.35, 5.25, -0.18], [2.16, 4.47, -0.64], [3.59, 4.95, 1.57], [4.89, 4.36, -1.78], [4.65, 3.23, -0.55], [5.66, 4.64, -0.15], [2.84, 5.52, 2.13], [4.61, 5.21, 1.81], [3.38, 3.91, 1.85], [1.91, 2.54, 4.54], [0.61, 3.65, 3.99], [-0.62, 2.78, 3.95], [0.37, 4.54, 5.51], [1.46, 1.84, 5.24], [2.73, 3.12, 4.97], [2.27, 2.00, 3.67], [-0.45, 5.24, 5.41], [1.30, 5.02, 5.83], [0.08, 3.84, 6.30], [2.41, -2.48, 4.19], [1.39, -1.04, 4.59], [2.19, 0.21, 4.39], [0.29, -1.15, 3.17], [1.75, -3.35, 4.24], [3.08, -2.49, 5.06], [2.91, -2.39, 3.24], [-0.35, -2.01, 3.35], [0.90, -1.27, 2.28], [-0.32, -0.25, 3.11], [-5.93, 0.49, 1.75], [-4.27, 1.16, 1.84], [-3.47, 0.18, 1.03], [-3.89, 0.75, 3.55], [-6.16, 0.45, 0.68], [-6.62, 1.16, 2.27], [-6.03, -0.52, 2.15], [-4.63, 1.20, 4.21], [-2.94, 1.24, 3.78], [-3.94, -0.33, 3.63], [3.95, -5.30, -2.19], [2.50, -4.83, -3.14], [1.52, -4.24, -2.18], [3.31, -3.50, -4.03], [4.73, -5.59, -2.90], [3.63, -6.14, -1.58], [4.28, -4.47, -1.57], [3.79, -2.84, -3.31], [2.57, -2.92, -4.57], [4.00, -3.96, -4.74]], "mulliken_charge": [-0.553, 0.460, -0.674, -0.028, -0.531, 0.295, 0.312, -0.076, 0.242, 0.319, 0.359, -0.053, -1.312, 0.595, -0.497, -0.037, 0.315, 0.353, 0.340, 0.321, 0.268, 0.408, -0.334, -0.360, -0.629, 0.055, -0.702, 0.008, -0.445, 0.703, 0.178, -0.050, 0.246, 0.407, 0.081, 0.078, -1.356, 0.648, -0.574, 0.039, -0.477, 0.373, 0.312, 0.297, 0.509, -0.464, 0.558, -0.033, 1.025, 0.201, -0.693, 0.092, -1.069, 0.294, -0.077, -0.808, 0.199, 0.354, 0.342, 0.299, -1.593, 0.717, -0.418, 0.727, -1.265, 0.434, 0.366, 0.297, -0.154, 0.344, 0.384, 0.316, 0.570, -0.007, -0.274, 2.203, 1.250, -0.454, -0.053, 0.069, -0.999, -0.115, -0.121, -0.953, 0.929, 0.763, -0.764, -0.333, -0.565, -0.714, 0.302, -0.515, 0.331, 0.499, -1.443, 1.276, -0.860, -1.058, 0.318, 0.434, 0.430, 0.412, -0.140, 0.700, 1.904, 0.427, -0.685, 0.624, -0.488, -0.656, -0.759, -0.546, 0.692, -0.858, -1.011, 0.995, -0.866, 0.997, 0.581, 0.299, -0.106, -0.698, -1.312, 0.708, -0.955, 0.473, -0.599, -0.747, 0.421, 0.040, 0.487, 0.300, 0.541, -0.131, -0.171, 0.815, -0.678, -1.214, 0.415, 0.427, -0.580, 0.367, 0.403, 0.332, -0.551, 0.127, -0.507, 0.524, 0.404, 0.505, -0.345, 0.618, -0.639, -0.241, -1.410, 1.190, -1.323, -0.939, 0.361, 0.544, 0.407, 0.468, 0.031, 0.421, -0.436, 0.328, -0.647, -0.415, 0.489, 0.222, -0.192, -0.024, -0.001, 0.511]}

=====

{"formula": "C13H32N4O7PS2", "method": "wB97M-V/def2-TZVPD", "lumo_ev": 2.3, "charge": -1, "homo_lumo_gap_ha": 0.277, "elements": ["O", "C", "N", "S", "O", "O", "N", "S", "O", "O", "P", "O", "O", "H", "H", "C", "C", "N", "C", "C", "C", "C", "H", "H", "H", "H", "H", "H", "H", "H", "H", "H", "H", "H", "H", "H", "H", "C", "C", "N", "C", "C", "C", "C", "H", "H", "H", "H", "H", "H", "H", "H", "H", "H", "H", "H", "H", "H", "H"], "coordinates": [[2.12, -3.33, -2.76], [1.01, -3.39, -3.03], [-0.19, -3.45, -3.32], [-0.63, -2.50, -4.68], [0.24, -1.34, -4.72], [-1.99, -2.14, -4.44], [-0.59, -3.38, -6.01], [0.89, -3.71, -6.53], [1.68, -4.45, -5.56], [0.76, -4.40, -7.80], [1.80, -1.78, -7.09], [2.86, -1.43, -5.91], [2.65, -2.06, -8.45], [2.41, -0.75, -5.39], [3.53, -2.43, -8.31], [-2.35, -1.14, -0.82], [-2.31, 0.21, -0.12], [-1.46, 1.17, -0.80], [-1.22, 2.36, -0.02], [-2.41, 3.28, 0.30], [-1.74, 1.37, -2.21], [-3.15, 1.86, -2.60], [-1.35, -1.55, -0.94], [-2.95, -1.85, -0.24], [-2.81, -1.07, -1.81], [-1.92, 0.06, 0.89], [-3.35, 0.57, 0.00], [-0.44, 2.95, -0.51], [-0.77, 2.05, 0.93], [-2.71, 3.87, -0.56], [-2.13, 3.98, 1.09], [-3.27, 2.72, 0.66], [-1.55, 0.44, -2.73], [-1.00, 2.07, -2.61], [-3.93, 1.34, -2.05], [-3.31, 1.67, -3.66], [-3.27, 2.93, -2.44], [3.89, 1.18, 4.85], [2.69, 0.44, 5.43], [1.44, 1.15, 5.25], [0.35, 0.58, 6.01], [-0.13, -0.83, 5.66], [1.12, 1.54, 3.88], [1.02, 0.43, 2.83], [3.98, 2.18, 5.28], [4.80, 0.63, 5.08], [3.84, 1.27, 3.76], [2.86, 0.32, 6.50], [2.66, -0.57, 5.00], [-0.51, 1.26, 5.96], [0.64, 0.59, 7.07], [-0.72, -0.85, 4.75], [-0.77, -1.21, 6.46], [0.70, -1.53, 5.55], [1.88, 2.25, 3.55], [0.19, 2.11, 3.89], [1.82, -0.31, 2.92], [1.09, 0.86, 1.83], [0.06, -0.09, 2.88]], "nbo_charge": [-0.469, 0.913, -0.824, 2.393, -1.012, -0.959, -1.161, 1.946, -0.995, -0.977, 1.116, -0.997, -0.978, 0.520, 0.487, -0.620, -0.209, -0.450, -0.202, -0.636, -0.227, -0.638, 0.217, 0.202, 0.226, 0.184, 0.149, 0.189, 0.180, 0.200, 0.201, 0.203, 0.225, 0.191, 0.201, 0.221, 0.189, -0.615, -0.212, -0.453, -0.204, -0.636, -0.218, -0.643, 0.207, 0.210, 0.206, 0.191, 0.159, 0.190, 0.183, 0.205, 0.207, 0.205, 0.191, 0.195, 0.205, 0.222, 0.204]}